34
Properties=species:S:1:pos:R:3 method="wB97M-V/def2-TZVPD" largest_force_ev_per_a=4.50 molar_mass_g_mol=173.38 e_lumo_ev="-0.094 / 0.875" homo_ev="-7.39 / -6.80" e_above_lowest_kcal_mol=101.0
C -0.55 -2.81 1.64
C 0.16 -0.59 2.53
C -2.98 -1.28 -0.59
C -2.34 0.96 -1.29
C 2.74 3.00 0.54
C 2.44 2.19 -1.89
C 0.29 -1.52 1.34
C -1.95 -0.24 -0.40
C 2.66 1.87 -0.43
N 0.15 -1.86 -1.45
Si -0.07 -0.62 -0.33
H -0.64 -3.45 0.77
H -0.07 -3.25 2.47
H -1.47 -2.25 1.81
H -0.90 -0.54 2.85
H 0.27 0.46 2.40
H 0.78 -0.96 3.45
H -3.97 -0.97 -0.45
H -3.04 -1.58 -1.71
H -2.72 -2.25 -0.02
H -1.68 1.89 -1.02
H -3.32 1.24 -1.12
H -2.21 0.81 -2.42
H 1.81 3.42 0.62
H 3.16 2.60 1.43
H 3.50 3.76 0.09
H 2.91 3.10 -2.26
H 1.48 2.52 -2.11
H 2.69 1.40 -2.60
H 1.28 -1.76 1.21
H -2.00 0.25 0.61
H 3.11 1.01 -0.01
H 0.69 -2.68 -1.25
H -0.20 -1.88 -2.42


53
Properties=species:S:1:pos:R:3 method="wB97M-V/def2-TZVPD" largest_force_ev_per_a=3.64 spin_multiplicity=2 molar_mass_g_mol=714.82 s_squared=0.7604 e_lumo_ev="2.071 / 2.063" homo_ev="0.07 / -4.71" charge=-1
N 0.33 -3.59 0.99
C 0.40 -3.53 -0.35
C 1.59 -3.30 -1.09
C 2.73 -3.04 -0.33
C 2.67 -3.16 1.10
C 1.44 -3.40 1.67
H -0.58 -3.66 -0.80
H 1.57 -3.18 -2.16
H 3.61 -2.93 -0.95
H 3.57 -3.13 1.70
H 1.41 -3.48 2.75
N -0.85 0.23 4.22
C -0.79 0.51 5.56
C -1.66 -0.09 6.51
C -2.58 -0.96 5.98
C -2.64 -1.20 4.59
C -1.77 -0.58 3.68
H 0.06 1.08 5.90
H -1.60 0.01 7.58
H -3.30 -1.50 6.58
H -3.45 -1.81 4.22
H -1.77 -0.81 2.62
N 1.25 3.31 -1.84
C 2.52 3.87 -1.69
C 3.00 4.44 -0.59
C 2.17 4.37 0.56
C 0.96 3.79 0.49
C 0.51 3.22 -0.75
H 3.24 3.76 -2.49
H 3.91 5.01 -0.68
H 2.45 4.95 1.43
H 0.24 3.86 1.29
H -0.48 2.80 -0.81
C -0.98 -0.23 -1.45
Cl -0.33 -1.14 -2.69
Cl -1.59 -1.32 -0.23
Cl -2.35 0.78 -2.05
H -0.27 0.49 -1.02
C -2.29 -4.02 -3.46
Cl -2.03 -5.24 -4.68
Cl -2.69 -4.78 -1.91
Cl -3.38 -2.73 -4.06
H -1.31 -3.62 -3.19
C -4.34 3.10 -4.13
Cl -5.65 2.13 -3.53
Cl -4.45 4.75 -3.47
Cl -4.43 3.10 -5.93
H -3.35 2.73 -3.85
C 4.26 0.87 -1.79
Cl 5.44 -0.49 -1.51
Cl 2.55 0.35 -1.89
Cl 4.79 1.89 -3.12
H 4.23 1.53 -0.92